No. 1
Entry from the Open Molecules 2025 dataset: C22H15BClN2O6Ru as an isolated structure (ωB97M-V/def2-TZVPD).

Geometry as XYZ:
```
48
Properties=species:S:1:pos:R:3
Ru -1.48 0.08 0.55
C -2.82 -1.56 -0.58
C -2.11 -0.94 -1.63
C -2.69 0.35 -1.85
C -3.71 0.53 -0.92
C -3.79 -0.64 -0.11
H -2.67 -2.56 -0.21
H -1.29 -1.37 -2.20
H -2.35 1.07 -2.57
H -4.30 1.42 -0.78
H -4.48 -0.81 0.69
O -0.72 6.01 0.00
C 0.04 5.44 -0.92
O 0.70 6.07 -1.70
C 0.04 3.94 -0.95
C 0.80 3.17 -1.81
Cl 1.92 3.60 -3.00
N 0.56 1.87 -1.53
N -0.32 1.77 -0.53
C -0.65 2.99 -0.17
C -1.68 3.10 0.93
O -1.99 4.20 1.38
O -2.16 1.97 1.29
C 1.02 0.66 -2.15
C 0.84 0.46 -3.51
C 1.21 -0.76 -4.05
C 1.74 -1.76 -3.24
C 1.91 -1.54 -1.89
C 1.56 -0.32 -1.33
H -1.22 5.36 0.57
H 0.40 1.23 -4.12
H 1.07 -0.94 -5.11
H 2.01 -2.71 -3.68
H 2.32 -2.31 -1.25
H 1.70 -0.13 -0.27
O 1.22 -1.17 1.84
B -0.18 -1.14 1.89
O -0.62 -2.04 2.88
C 0.51 -2.61 3.41
C 0.61 -3.56 4.40
C 1.90 -3.96 4.74
C 3.02 -3.43 4.12
C 2.91 -2.46 3.12
C 1.63 -2.08 2.79
H -0.26 -3.97 4.88
H 2.03 -4.71 5.52
H 4.01 -3.76 4.42
H 3.77 -2.04 2.63
```

Calculated total energy in a.u.: -1988.2446
Energy above the lowest of the compared OMol25 structures with the same formula, charge and spin in kcal per mole: 0.0
Spin multiplicity: 6
M in g/mol: 550.71
Lowest unoccupied orbital energy (spin up / spin down) in eV: 0.03 / -2.02
HOMO-LUMO gap (spin up / spin down) in eV: 7.688 / 7.068

The molecule's Mulliken atomic charges, reported in e, are given here: 0.594 -1.276 -0.339 0.001 -0.577 -0.258 0.529 0.382 0.512 0.438 0.471 -0.550 0.442 -0.587 0.011 0.103 -0.119 0.174 0.400 -0.193 1.102 -0.781 -0.625 0.125 -0.105 -0.738 -0.487 -0.738 -0.498 0.455 0.445 0.371 0.411 0.459 0.650 0.091 0.060 -0.505 0.826 -0.967 -0.473 -0.515 -0.894 0.508 0.458 0.377 0.380 0.450

No. 2
Entry from the Open Molecules 2025 dataset: C16H36F3HgN5O9S as an isolated structure at a distorted geometry (ωB97M-V/def2-TZVPD).

Geometry as XYZ:
```
71
Properties=species:S:1:pos:R:3
Hg 0.86 0.85 0.16
O 2.51 0.95 1.65
H 3.20 1.32 2.23
C 3.06 3.49 -3.27
F 3.06 4.09 -4.51
F 3.82 2.38 -3.37
F 3.70 4.31 -2.37
S 1.30 3.13 -2.65
O 0.71 2.28 -3.71
O 1.48 2.36 -1.40
O 0.67 4.46 -2.61
C -0.65 0.18 3.19
O -0.52 0.67 2.05
N -1.87 -0.09 3.78
C -2.15 -0.88 4.97
C -3.12 0.39 3.09
H 0.17 -0.22 3.80
H -2.34 -0.09 5.70
H -1.31 -1.39 5.44
H -2.92 -1.66 4.90
H -3.79 -0.41 2.78
H -3.67 1.08 3.73
H -2.84 0.94 2.19
C 0.72 -2.72 0.83
O 0.59 -1.52 0.39
N 0.43 -3.78 0.05
C 0.59 -5.14 0.48
C -0.07 -3.64 -1.39
H 1.14 -3.01 1.80
H 1.17 -5.78 -0.19
H -0.38 -5.59 0.70
H 1.19 -5.30 1.37
H 0.62 -4.05 -2.12
H -1.05 -4.11 -1.46
H -0.21 -2.57 -1.59
C 3.50 -0.40 -1.92
O 2.43 -0.11 -1.38
N 3.90 -1.68 -2.11
C 5.26 -1.91 -2.54
C 3.21 -2.90 -1.71
H 4.14 0.34 -2.42
H 5.34 -2.15 -3.60
H 5.78 -2.65 -1.94
H 5.92 -1.05 -2.67
H 3.63 -3.43 -0.85
H 2.16 -2.66 -1.57
H 3.33 -3.60 -2.55
C -1.43 3.57 0.36
O -0.40 2.89 0.46
N -1.82 4.43 1.30
C -3.08 5.20 1.29
C -1.10 4.43 2.54
H -2.13 3.49 -0.48
H -3.75 4.84 2.07
H -3.52 5.20 0.29
H -2.83 6.23 1.55
H -1.72 3.96 3.30
H -0.12 3.96 2.43
H -0.88 5.47 2.80
C -1.46 -0.09 -2.12
O -0.64 0.63 -1.62
N -2.36 -0.88 -1.52
C -3.17 -1.78 -2.32
C -2.60 -1.00 -0.06
H -1.47 -0.16 -3.22
H -3.04 -1.70 -3.40
H -4.18 -1.52 -2.01
H -3.10 -2.84 -2.06
H -2.00 -0.29 0.51
H -3.65 -0.84 0.17
H -2.30 -1.96 0.37
```

Calculated total energy in a.u.: -2433.0215
Spin multiplicity: 2
M in g/mol: 732.14
Lowest unoccupied orbital energy (spin up / spin down) in eV: -2.46 / -6.19
Net charge: +1
HOMO-LUMO gap (spin up / spin down) in eV: 8.222 / 4.489

The molecule's Mulliken atomic charges, reported in e, are given here: 3.259 -0.342 0.267 0.484 -0.202 -0.228 -0.238 1.072 -0.732 -0.645 -0.679 -0.104 -0.670 0.247 -0.986 -0.846 0.422 0.403 0.320 0.308 0.335 0.374 0.083 -0.208 -0.805 0.367 -1.037 -1.137 0.371 0.341 0.362 0.339 0.423 0.362 0.282 0.006 -0.627 0.173 -1.135 -0.525 0.163 0.375 0.352 0.374 0.342 -0.259 0.434 -0.001 -0.595 0.110 -0.806 -0.991 0.372 0.302 0.311 0.287 0.302 0.183 0.399 -0.221 -0.413 0.359 -1.015 -0.489 0.328 0.309 0.375 0.315 -0.444 0.522 0.264

No. 3
Entry from the Open Molecules 2025 dataset: an isolated ion of composition C4H13N3 and charge +2 at a distorted geometry (ωB97M-V/def2-TZVPD).

Geometry as XYZ:
```
20
Properties=species:S:1:pos:R:3
C 1.58 -2.25 1.72
N 0.77 -0.99 1.38
C 0.07 -0.89 0.25
N 0.33 -1.78 -0.74
C -0.89 0.37 -0.12
N -0.22 1.53 -0.77
C -1.30 2.47 -1.26
H 2.40 -1.96 2.41
H 2.04 -2.57 0.76
H 0.95 -3.11 2.16
H 0.56 -0.50 2.27
H -0.01 -1.64 -1.58
H 0.43 -2.78 -0.41
H -1.47 -0.20 -0.91
H -1.51 0.72 0.83
H 0.20 1.05 -1.68
H 0.54 1.96 -0.25
H -1.74 3.08 -0.41
H -0.85 3.07 -2.05
H -2.10 1.85 -1.69
```

Calculated total energy in a.u.: -323.7971
Energy above the lowest of the compared OMol25 structures with the same formula, charge and spin in kcal per mole: 60.2
Structure (SMILES): C/[NH+]=C(\N)C[NH2+]C
M in g/mol: 103.17
Lowest unoccupied orbital energy in eV: -8.35
Net charge: +2
HOMO-LUMO gap in eV: 11.144

The molecule's Mulliken atomic charges, reported in e, are given here: -0.863 -0.182 0.632 -0.408 -0.833 -0.190 -0.740 0.316 0.365 0.348 0.332 0.185 0.271 0.410 0.446 0.478 0.364 0.344 0.372 0.352

No. 4
Entry from the Open Molecules 2025 dataset: C49H39I2N6O3PV as an isolated structure (ωB97M-V/def2-TZVPD).

Geometry as XYZ:
```
101
Properties=species:S:1:pos:R:3
V -0.39 -0.53 -0.38
O -3.18 -3.62 -0.55
C -2.41 -2.71 -0.24
N -1.64 -1.95 -1.12
C -1.69 -2.06 -2.47
O -2.48 -2.63 -3.21
C -0.47 -1.39 -3.11
C -0.17 -1.64 -4.44
C 0.99 -1.12 -4.97
C 1.83 -0.37 -4.16
C 1.48 -0.18 -2.84
N 0.37 -0.70 -2.33
C -2.14 -2.36 1.15
C -2.79 -3.04 2.18
C -2.51 -2.78 3.50
C -1.52 -1.80 3.79
C -0.94 -1.14 2.74
N -1.22 -1.34 1.44
H -0.88 -2.23 -5.02
H 1.25 -1.29 -6.01
H 2.74 0.08 -4.54
H 2.06 0.45 -2.17
H -3.52 -3.79 1.89
H -3.02 -3.32 4.29
H -1.24 -1.54 4.80
H -0.22 -0.35 2.95
I 7.40 3.01 2.45
C 5.72 2.80 1.21
C 5.84 3.01 -0.15
C 4.73 2.87 -0.95
I 4.88 3.18 -3.02
C 3.42 2.52 -0.47
O 2.41 2.44 -1.21
C 3.38 2.26 0.95
C 2.08 1.78 1.55
N 1.73 0.44 1.07
C 2.64 -0.58 1.51
C 2.49 -1.87 0.76
C 3.51 -2.81 0.77
C 3.34 -4.01 0.12
C 2.14 -4.25 -0.52
C 1.17 -3.27 -0.50
N 1.34 -2.09 0.12
C 4.50 2.41 1.75
H 6.79 3.30 -0.59
H 1.26 2.45 1.30
H 2.19 1.79 2.65
H 0.78 0.21 1.37
H 2.54 -0.80 2.59
H 3.66 -0.21 1.36
H 4.44 -2.57 1.29
H 4.14 -4.75 0.11
H 1.95 -5.18 -1.04
H 0.22 -3.40 -1.00
H 4.41 2.22 2.81
C -1.63 4.02 5.96
C -0.73 4.44 4.99
C -0.80 3.92 3.71
C -1.77 2.97 3.36
C -2.65 2.55 4.35
C -2.59 3.07 5.64
P -1.64 2.17 1.70
C -1.45 3.70 0.70
C -0.43 3.76 -0.25
C -0.18 4.93 -0.95
C -0.97 6.05 -0.72
C -2.00 6.00 0.20
C -2.24 4.83 0.91
C -3.35 1.62 1.36
C -4.14 2.20 0.37
C -5.39 1.67 0.06
C -5.85 0.55 0.73
C -5.06 -0.05 1.70
C -3.82 0.48 2.01
H -1.58 4.43 6.97
H 0.02 5.18 5.22
H -0.10 4.26 2.96
H -3.41 1.82 4.12
H -3.29 2.74 6.39
H 0.16 2.88 -0.48
H 0.62 4.94 -1.67
H -0.78 6.97 -1.28
H -2.63 6.87 0.37
H -3.03 4.80 1.65
H -3.77 3.04 -0.20
H -5.97 2.12 -0.73
H -6.81 0.12 0.46
H -5.39 -0.96 2.19
H -3.20 -0.04 2.73
N -1.24 0.96 -0.89
C -1.66 1.46 -2.07
C -0.82 2.26 -2.90
C -1.27 2.77 -4.10
C -2.57 2.54 -4.55
C -3.41 1.76 -3.76
C -2.98 1.24 -2.55
H 0.19 2.45 -2.56
H -0.59 3.37 -4.71
H -2.91 2.94 -5.50
H -4.42 1.54 -4.10
H -3.63 0.61 -1.96
```

Calculated total energy in a.u.: -4325.7887
Energy above the lowest of the compared OMol25 structures with the same formula, charge and spin in kcal per mole: 0.0
Spin multiplicity: 4
M in g/mol: 1095.62
Lowest unoccupied orbital energy (spin up / spin down) in eV: 3.39 / 3.39
Net charge: -2
HOMO-LUMO gap (spin up / spin down) in eV: 3.589 / 5.157

Results of the Mulliken charge analysis, in e, for atoms 1 through 99: 0.256 -0.831 -0.288 0.987 -0.093 -0.784 0.632 -0.608 -0.531 -0.919 -0.650 0.691 0.269 -0.745 -0.672 -0.915 -0.236 0.930 0.571 0.374 0.499 0.314 0.507 0.340 0.458 -0.046 -0.058 -0.433 -0.327 -0.453 -0.119 0.089 -0.429 -0.604 0.515 1.547 -1.371 0.723 -0.936 -0.364 -1.190 -0.205 0.796 0.023 0.320 -1.090 0.554 -1.159 0.332 0.552 0.490 0.385 0.465 0.287 0.418 -0.525 -0.709 -0.340 0.134 -0.505 -0.696 2.410 -0.417 0.275 -0.124 -0.766 -0.854 -0.089 1.310 -0.634 -0.568 -0.807 -1.087 -0.404 0.355 0.405 0.258 0.328 0.411 -0.588 0.459 0.356 0.375 0.476 0.220 0.348 0.334 0.394 0.359 0.513 -0.379 0.351 -1.228 -0.849 -1.016 -0.249 0.648 0.447 0.340

No. 5
Entry from the Open Molecules 2025 dataset: C33H57N3O4PdSi as an isolated structure at a distorted geometry (ωB97M-V/def2-TZVPD).

Geometry as XYZ:
```
99
Properties=species:S:1:pos:R:3
O 0.57 -2.53 -2.38
O -1.16 -1.83 -4.67
C 1.89 -2.65 -3.12
C 2.86 -3.29 -2.16
H 2.14 -1.63 -3.41
H 1.70 -3.23 -4.02
H 2.85 -2.74 -1.21
H 3.87 -3.25 -2.58
H 2.61 -4.34 -1.97
C -0.32 -3.75 -2.29
C -0.17 -4.61 -3.50
H -1.33 -3.36 -2.14
H 0.02 -4.22 -1.36
H -0.64 -4.10 -4.35
H -0.65 -5.59 -3.38
H 0.87 -4.81 -3.75
C -2.56 -1.76 -4.37
C -0.68 -1.22 -5.85
C -3.26 -3.05 -4.70
H -3.02 -0.91 -4.90
H -2.62 -1.56 -3.29
H -3.21 -3.28 -5.76
H -4.30 -2.95 -4.41
H -2.83 -3.89 -4.13
C -1.04 -2.02 -7.08
H 0.41 -1.16 -5.72
H -1.06 -0.19 -5.93
H -0.70 -3.06 -6.98
H -0.54 -1.59 -7.94
H -2.12 -2.01 -7.26
H 0.17 -1.62 -2.50
N 1.57 1.18 0.97
C 1.48 2.41 1.46
C 0.34 3.21 1.28
C -0.97 2.81 0.99
C 2.63 3.02 2.21
H 3.53 3.06 1.58
H 2.85 2.47 3.14
H 2.33 4.04 2.47
C -2.08 3.84 1.05
H -2.74 3.65 1.90
H -2.67 3.82 0.12
H -1.63 4.83 1.17
N -1.27 1.54 0.70
C 2.65 0.31 1.21
C 3.62 0.10 0.21
C 3.50 0.78 -1.12
C 4.73 -0.71 0.49
H 5.50 -0.82 -0.27
C 4.85 -1.34 1.72
H 5.72 -1.95 1.94
C 3.86 -1.18 2.69
H 3.93 -1.67 3.66
C 2.75 -0.37 2.45
C 1.66 -0.25 3.47
C -2.49 0.95 1.06
C -3.41 0.56 0.07
C -3.10 0.82 -1.37
C -4.66 0.07 0.45
H -5.38 -0.19 -0.32
C -4.99 -0.07 1.80
H -5.97 -0.43 2.10
C -4.07 0.31 2.78
H -4.32 0.23 3.83
C -2.82 0.80 2.44
C -1.86 1.19 3.52
Pd 0.19 0.53 -0.51
H 3.60 0.05 -1.94
H 4.26 1.56 -1.25
H 2.51 1.25 -1.24
H 1.32 0.79 3.59
H 2.02 -0.61 4.44
H 0.80 -0.87 3.19
H -3.73 0.21 -2.03
H -2.04 0.55 -1.58
H -3.22 1.88 -1.64
H -0.90 0.65 3.44
H -2.29 0.91 4.49
H -1.66 2.27 3.52
H 0.46 4.25 1.55
C 0.27 0.32 -2.49
Si 0.38 2.08 -3.13
H 1.19 -0.21 -2.72
H -0.64 -0.16 -2.92
C 1.60 1.94 -4.57
C 0.97 3.52 -2.09
C -1.30 2.56 -3.83
H -1.84 1.69 -4.22
H -1.12 3.28 -4.64
H -1.93 3.03 -3.06
H 2.58 1.56 -4.22
H 1.76 2.95 -4.99
H 1.23 1.27 -5.35
H 1.86 3.30 -1.48
H 0.18 3.89 -1.42
H 1.23 4.32 -2.81
O -0.73 -1.97 2.21
N -0.92 -1.53 1.07
O 0.05 -1.58 0.23
```

Calculated total energy in a.u.: -2174.0029
Energy above the lowest of the compared OMol25 structures with the same formula, charge and spin in kcal per mole: 0.0
Spin multiplicity: 3
M in g/mol: 694.34
Lowest unoccupied orbital energy (spin up / spin down) in eV: 0.20 / -0.10
HOMO-LUMO gap (spin up / spin down) in eV: 6.947 / 6.772

The molecule's Mulliken atomic charges, reported in e, are given here: 1.143 0.439 -0.338 -1.426 0.302 0.466 0.176 0.459 0.352 -0.022 -1.356 0.257 0.452 0.144 0.413 0.453 0.127 -0.019 -1.400 0.420 -0.277 0.301 0.476 0.223 -1.556 0.212 0.146 0.278 0.454 0.316 -0.636 1.577 0.724 -1.929 0.645 -1.603 0.274 0.239 0.494 -1.731 0.326 0.219 0.506 1.998 -0.552 1.187 -0.723 -0.584 0.462 -0.908 0.420 -1.176 0.435 1.205 -0.931 -0.455 0.466 0.278 -0.879 0.438 -0.975 0.378 -1.073 0.396 1.353 -0.908 -0.700 0.293 0.429 -0.941 0.254 0.433 0.083 0.451 -0.534 0.273 -0.158 0.482 0.238 0.171 -0.872 0.365 0.051 0.116 -1.225 -0.951 -1.081 0.128 0.449 0.280 0.296 0.413 0.205 0.223 0.129 0.536 -0.629 0.516 -0.293

No. 6
Entry from the Open Molecules 2025 dataset: one molecule with the formula C27H32F4N2O4S2 at a distorted geometry (ωB97M-V/def2-TZVPD).

Geometry as XYZ:
```
71
Properties=species:S:1:pos:R:3
C 4.01 -0.20 4.69
C 3.98 0.39 3.29
C 3.33 -0.44 2.01
C 4.17 -1.33 0.92
C 5.83 -1.38 1.07
C 6.41 -0.56 -0.27
C 3.35 -2.10 -0.30
C 1.69 -2.03 -0.45
C 1.05 -2.89 -1.70
C -0.17 -2.12 -2.50
C -0.34 -2.82 -3.99
C -1.88 -3.30 -4.33
C 0.28 -1.81 -5.16
C 0.83 -1.14 0.64
C 1.70 -0.35 1.83
S 0.62 0.70 3.01
C -0.66 1.45 1.80
C -1.17 3.00 1.93
S -0.57 4.15 3.31
O 0.97 3.97 3.58
O -0.74 5.63 2.83
C -1.50 3.96 4.92
F -1.01 2.73 5.67
F -1.22 5.10 5.86
F -2.96 3.90 4.65
C -2.23 3.64 0.85
C -2.75 2.65 -0.38
C -3.77 3.34 -1.47
C -2.78 4.13 -2.57
O -3.02 4.14 -3.90
O -1.59 4.87 -2.05
C -2.24 1.06 -0.48
N -2.81 0.28 -1.67
C -1.18 0.38 0.61
N -0.70 -1.05 0.53
C -1.40 -1.98 1.48
F -0.63 -2.31 2.71
C -2.89 -1.53 1.96
C -3.99 -1.60 0.70
H 4.18 -1.35 4.90
H 3.91 0.48 5.67
H 4.41 1.47 3.18
H 6.20 -0.73 2.01
H 6.23 -2.48 1.14
H 7.08 -1.23 -0.96
H 5.53 -0.12 -0.93
H 7.08 0.36 0.07
H 4.01 -2.72 -1.07
H 1.93 -3.03 -2.49
H 0.72 -3.99 -1.40
H -1.17 -2.27 -1.90
H 0.00 -0.95 -2.59
H 0.31 -3.81 -3.96
H -2.09 -4.43 -4.01
H -2.70 -2.62 -3.85
H -1.99 -3.23 -5.51
H -0.26 -0.77 -5.06
H 0.06 -2.20 -6.26
H 1.44 -1.70 -4.96
H -2.64 4.74 0.90
H -4.33 4.23 -0.89
H -4.51 2.59 -1.99
H -0.90 4.97 -2.79
H -3.82 0.53 -1.83
H -2.25 0.65 -2.49
H -1.53 -3.01 0.90
H -3.27 -2.37 2.72
H -2.95 -0.52 2.56
H -4.63 -0.63 0.60
H -4.72 -2.51 0.89
H -3.35 -1.88 -0.25
```

Calculated total energy in a.u.: -2653.3081
Structure (SMILES): C=Cc1c(CC)cc(CCC(C)C)c2c1Sc1c(S(=O)(=O)C(F)(F)F)cc(CC(=O)O)c(N)c1N2[C@@H](F)CC
M in g/mol: 588.69
Lowest unoccupied orbital energy in eV: -1.34
HOMO-LUMO gap in eV: 6.906

The molecule's Mulliken atomic charges, reported in e, are given here: -0.512 -0.670 0.070 0.418 -0.370 -0.910 -0.798 0.533 -0.791 0.476 0.168 -0.978 -1.081 -0.855 0.279 -0.131 0.195 0.335 0.895 -0.517 -0.589 0.699 -0.210 -0.202 -0.224 -0.734 0.265 -0.881 0.626 -0.561 -0.418 -0.291 -0.183 -0.746 1.123 0.339 -0.359 -0.526 -0.595 0.230 0.254 0.295 0.260 0.352 0.233 0.289 0.301 0.136 0.329 0.274 -0.370 0.141 0.252 0.256 0.198 0.303 0.249 0.358 0.266 0.259 0.352 0.229 0.338 0.327 0.323 0.212 0.366 0.173 0.145 0.343 0.038